Record 1
Here is a molecular structure, C28H18I2N2OPdS2 in a non-equilibrium geometry from OMol25. Energies are from ωB97M-V/def2-TZVPD.

**Net charge**: -2
**M**: 822.8 g/mol
**Highest occupied orbital energy (alpha / beta)**: -0.0125 / -0.0198 Ha
**Frontier orbital gap (alpha / beta)**: 0.146 / 0.153 Eh

Cartesian coordinates (Å):
Pd (-0.6276, 0.1819, -1.8496)
I (-0.1637, 5.3474, -2.7930)
C (1.2851, 3.8585, -2.3709)
C (2.5814, 4.2222, -2.0804)
C (3.5066, 3.2355, -1.8393)
I (5.4947, 3.8580, -1.3727)
C (3.1916, 1.8752, -1.9403)
C (4.1052, 0.8135, -1.7777)
C (3.6781, -0.4817, -1.9855)
C (2.3720, -0.7153, -2.3843)
N (1.4680, 0.2561, -2.5078)
C (1.8502, 1.5342, -2.2577)
C (0.8121, 2.5354, -2.3734)
O (-0.4183, 2.2599, -2.4997)
H (2.8618, 5.2659, -2.0326)
H (5.1277, 1.0206, -1.4967)
H (4.3644, -1.3109, -1.8735)
H (2.0310, -1.7188, -2.6121)
S (-2.9920, 0.0508, -2.2640)
C (-3.3102, -1.6436, -2.0265)
C (-4.6297, -2.0835, -2.1191)
C (-4.9405, -3.4273, -2.0635)
C (-3.9273, -4.3643, -1.9117)
C (-2.6217, -3.9440, -1.7636)
C (-2.2926, -2.5901, -1.7968)
S (-0.6343, -2.1431, -1.5482)
H (-5.4035, -1.3394, -2.2597)
H (-5.9709, -3.7490, -2.1480)
H (-4.1549, -5.4233, -1.9083)
H (-1.8172, -4.6565, -1.6317)
N (0.2399, 0.7704, 0.0651)
C (0.0580, 0.3598, 1.2436)
C (-1.2250, -0.0958, 1.8297)
C (-2.4102, 0.1595, 1.1374)
C (-3.6317, -0.2305, 1.6451)
C (-3.7045, -0.8715, 2.8734)
C (-2.5346, -1.1561, 3.5599)
C (-1.3074, -0.7790, 3.0454)
C (1.2340, 0.4698, 2.1478)
C (2.4961, 0.0766, 1.6966)
C (3.6243, 0.3046, 2.4569)
C (3.5208, 0.9447, 3.6844)
C (2.2763, 1.3598, 4.1319)
C (1.1436, 1.1210, 3.3803)
H (-2.3441, 0.6825, 0.1841)
H (-4.5309, -0.0277, 1.0801)
H (-4.6641, -1.1523, 3.2910)
H (-2.5808, -1.6765, 4.5102)
H (-0.4113, -1.0299, 3.5965)
H (2.5615, -0.4122, 0.7354)
H (4.5938, -0.0124, 2.0927)
H (4.4027, 1.1328, 4.2820)
H (2.1902, 1.8814, 5.0772)
H (0.1801, 1.4541, 3.7423)



Record 2
Here is a molecular structure, C28H19BrCaF6N2O6S6 from OMol25. Energies are from ωB97M-V/def2-TZVPD.

**Net charge**: -2
**M**: 905.8 g/mol
**Relative energy (zero: lowest compared OMol25 entry of this formula, charge and spin)**: 0.4206 eV
**Highest occupied orbital energy**: -0.0869 Ha
**Frontier orbital gap**: 0.231 Eh

Cartesian coordinates (Å):
Ca (0.5922, 0.2546, 0.3859)
S (3.1611, -0.9552, 0.9461)
C (3.1620, -2.6878, 0.7405)
C (3.5277, -3.2394, -0.5033)
C (3.5921, -4.6015, -0.7197)
C (3.2884, -5.4955, 0.3037)
C (2.9115, -4.9881, 1.5344)
C (2.8520, -3.6131, 1.7608)
S (2.3644, -3.0638, 3.3772)
C (0.7406, -2.3394, 2.9538)
C (0.4923, -1.1012, 3.7539)
C (0.3555, -1.2102, 5.1355)
C (0.2088, -0.0662, 5.8900)
C (0.2116, 1.1554, 5.2448)
C (0.3233, 1.1944, 3.8582)
C (0.2786, 2.5271, 3.1718)
S (1.4780, 2.6577, 1.8111)
C (0.6417, 3.8460, 0.7886)
C (1.3169, 5.0298, 0.5150)
C (0.7720, 5.9826, -0.3287)
C (-0.4739, 5.7391, -0.8922)
C (-1.1517, 4.5653, -0.6188)
C (-0.6181, 3.5685, 0.2146)
S (-1.5341, 2.1031, 0.4846)
N (0.4440, 0.0799, 3.1244)
H (3.7580, -2.5480, -1.3038)
H (3.8722, -4.9708, -1.7003)
H (3.3243, -6.5656, 0.1393)
H (2.6427, -5.6561, 2.3438)
H (-0.0447, -3.0750, 3.1188)
H (0.7809, -2.1125, 1.8958)
H (0.3896, -2.1920, 5.5903)
H (0.1099, -0.1222, 6.9674)
H (0.1257, 2.0840, 5.7935)
H (0.4569, 3.3153, 3.9027)
H (-0.7100, 2.6487, 2.7185)
H (2.2918, 5.1874, 0.9599)
H (1.3196, 6.8884, -0.5566)
H (-0.9164, 6.4639, -1.5667)
H (-2.1144, 4.3719, -1.0754)
F (-1.5548, -3.0421, -2.7553)
C (-1.4774, -3.7165, -1.6020)
F (-2.5767, -4.4505, -1.4699)
F (-0.4313, -4.5407, -1.6679)
S (-1.2419, -2.5527, -0.1803)
O (0.1392, -2.1404, -0.3579)
O (-1.5887, -3.3430, 0.9635)
N (-2.0979, -1.2752, -0.4330)
S (-3.6607, -1.2212, -0.1108)
O (-4.3389, -2.4625, -0.3565)
O (-3.9326, -0.4999, 1.0914)
C (-4.1931, -0.1050, -1.5125)
F (-3.2413, 0.6930, -1.9494)
F (-4.6139, -0.8603, -2.5407)
F (-5.2293, 0.6360, -1.1004)
Br (-1.5730, 3.2246, -6.7356)
C (-1.0309, 2.0526, -5.3230)
C (-1.6407, 0.8125, -5.2213)
C (-1.2448, -0.0289, -4.1934)
C (-0.2696, 0.3721, -3.2891)
C (0.3313, 1.6169, -3.4074)
C (-0.0519, 2.4660, -4.4431)
C (1.4035, 2.1054, -2.4284)
O (2.1032, 3.0484, -2.7995)
O (1.4546, 1.5020, -1.3146)
H (-2.4091, 0.5169, -5.9225)
H (-1.7129, -0.9993, -4.0866)
H (0.0224, -0.2950, -2.4878)
H (0.4346, 3.4274, -4.5257)